[1]
Below is a structure of composition C27H35BrIrN4P2, with properties calculated with ωB97M-V/def2-TZVPD.

**⟨S²⟩**: 8.769
**Total charge**: +2
**Maximum force**: 0.16517 Eh/bohr
**ΔE to the lowest compared entry with this formula, charge and spin**: 0.0000 eV
**2S+1**: 6

XYZ file:
```
70
Properties=species:S:1:pos:R:3:forces:R:3
Ir 1.6057 0.9871 1.9342 1.8 -0.6 1.7
C -1.4907 -4.1484 -1.7736 -4.1 -5.3 5.3
C -0.8556 -3.2665 -2.5503 3.6 5.7 -4.3
C -1.5665 -2.3037 -3.4499 0.7 0.2 0.2
C -2.8742 -1.6847 -2.8890 -0.5 0.4 0.1
C -2.8068 -1.2840 -1.4308 1.8 2.6 -4.9
C -3.1798 -2.0865 -0.4353 -1.7 -4.2 3.1
C -3.7438 -3.4616 -0.7064 0.7 -0.1 0.6
C -2.9845 -4.3716 -1.7205 0.4 -0.4 -0.4
C 1.7344 2.4091 3.4137 0.6 1.2 1.2
H -0.9253 -4.8415 -1.1497 -0.1 0.3 -0.2
H 0.2264 -3.3552 -2.6931 -0.6 -0.3 -0.4
H -1.8021 -2.8055 -4.4086 -0.1 0.1 0.0
H -0.8773 -1.4869 -3.7113 -0.2 -0.2 0.0
H -3.1023 -0.7871 -3.4853 0.1 -0.3 0.2
H -3.6908 -2.3996 -3.0572 0.1 0.3 0.2
H -2.5162 -0.2483 -1.2553 -0.3 -0.3 0.1
H -3.2193 -1.7392 0.5980 0.1 0.1 -0.2
H -4.7833 -3.3757 -1.0629 -0.2 0.2 0.1
H -3.7843 -4.0130 0.2394 -0.2 0.3 -0.1
H -3.1419 -5.4122 -1.3911 -0.2 0.4 -0.1
H -3.4414 -4.2856 -2.7160 0.1 -0.1 0.2
H 2.5773 2.0079 4.0040 -0.6 0.5 -0.1
H 0.8467 2.6038 4.0465 0.3 -0.2 -0.6
H 2.0569 3.3143 2.8759 -0.1 -0.1 0.4
P -0.1161 2.0057 1.0449 -1.6 2.2 1.4
P 2.1288 0.2867 -0.0677 2.0 -2.5 -2.1
N -1.4573 1.6305 2.0620 0.4 0.2 -0.8
N -0.1804 3.7547 0.9362 0.2 -1.4 0.1
N 1.8919 -1.4480 0.1568 0.0 1.0 -0.5
N 3.7394 0.3949 -0.7797 -1.5 0.0 0.5
C -0.4438 1.3498 -0.6036 -0.1 -0.2 -0.6
C 0.8517 0.8274 -1.2718 0.5 0.5 -0.6
C -1.3031 0.9186 3.2465 -0.9 -0.1 0.4
C -2.5476 0.8118 3.8460 0.7 0.1 -0.8
C -3.5025 1.4593 2.9921 1.1 0.3 -1.0
C -2.7989 1.9650 1.9009 -0.3 -0.7 1.0
C -0.1020 4.6371 2.0258 0.0 0.8 -0.3
C -0.2010 5.9334 1.5433 0.0 -1.4 -0.1
C -0.3230 5.8596 0.1164 0.1 -1.4 0.1
C -0.3013 4.5146 -0.2254 -0.1 1.2 0.1
C 1.8034 -2.0495 1.4102 -0.5 -1.2 0.0
C 1.4802 -3.3889 1.2354 0.3 1.2 0.0
C 1.3805 -3.6217 -0.1637 0.0 1.1 -0.4
C 1.6289 -2.4089 -0.8051 -0.5 -0.6 0.3
C 4.3309 -0.5198 -1.6625 1.1 0.3 -0.5
C 5.6389 -0.1129 -1.9151 -1.5 -0.1 0.7
C 5.8800 1.0711 -1.1380 -1.5 -0.2 0.1
C 4.6919 1.3706 -0.4828 1.2 0.2 -0.1
H -0.9215 2.1254 -1.2134 0.1 -0.3 0.0
H -1.1773 0.5321 -0.4837 0.6 0.5 0.3
H 0.6510 0.0159 -1.9813 0.0 0.2 0.1
H 1.3409 1.6466 -1.8395 -0.2 -0.4 0.2
H -0.3138 0.5550 3.5344 -0.5 0.1 0.2
H -2.7487 0.3129 4.7776 0.0 0.0 0.1
H -4.5695 1.5339 3.1387 0.1 0.1 0.1
H -3.1106 2.5041 1.0243 -0.1 0.2 0.0
H 0.0939 4.2717 3.0300 -0.4 0.2 -0.4
H -0.1939 6.8305 2.1408 0.1 -0.1 0.0
H -0.4056 6.6867 -0.5722 0.0 -0.1 0.0
H -0.3480 4.0302 -1.1843 0.0 0.2 -0.1
H 1.9870 -1.4878 2.3187 0.0 -0.4 -0.2
H 1.3396 -4.0964 2.0367 0.1 0.0 -0.1
H 1.1172 -4.5472 -0.6604 0.3 0.1 0.1
H 1.5778 -2.1362 -1.8504 0.3 -0.1 0.2
H 3.7740 -1.3592 -2.0480 0.1 0.0 0.1
H 6.3408 -0.6052 -2.5731 -0.1 0.0 0.1
H 6.8175 1.6078 -1.0902 -0.3 0.1 0.1
H 4.4598 2.1838 0.1926 0.1 -0.2 -0.1
Br 3.8587 0.1886 2.6765 -0.3 0.3 -0.1
```
Forces are in eV/Å.

Mulliken atomic charge list, values in e, 5 entries: atom 1 (Ir): 1.08, atom 2 (C): -0.47, atom 3 (C): -0.46, atom 4 (C): -0.93, atom 5 (C): -0.81

[2]
Below is a structure of composition C27H35ClN4O4OsP2, with properties calculated with ωB97M-V/def2-TZVPD.

**⟨S²⟩**: 6.045
**Total charge**: +2
**Maximum force**: 0.08027 Eh/bohr
**ΔE to the lowest compared entry with this formula, charge and spin**: 0.0000 eV
**2S+1**: 5

XYZ file:
```
74
Properties=species:S:1:pos:R:3:forces:R:3
Os -1.0053 2.3057 -1.4213 1.0 2.3 2.9
C -2.1417 2.5613 -3.0501 -0.7 -0.3 -2.3
C -1.7661 1.1704 -2.9021 -0.9 -1.5 -1.6
C -0.7146 0.4880 -3.7503 -0.2 -0.4 -0.4
C 0.6935 1.0500 -3.5174 0.5 -0.5 -0.2
C 0.7709 2.0100 -2.3468 1.6 0.2 -1.0
C 0.3656 3.3825 -2.5259 1.4 0.8 -1.1
C -0.0895 3.8370 -3.8963 0.1 0.2 -0.3
C -1.5300 3.3903 -4.1800 -0.4 0.7 -0.3
C 0.1044 3.2687 0.1308 0.5 -0.4 0.4
H -3.1842 2.8375 -2.8310 0.3 -0.2 0.2
H -2.5805 0.5021 -2.6321 0.0 0.0 0.2
H -0.9768 0.5230 -4.8212 0.1 0.0 0.3
H -0.6993 -0.5796 -3.4865 -0.2 0.2 -0.1
H 1.3917 0.2195 -3.3400 -0.1 0.2 0.0
H 1.0339 1.5186 -4.4464 0.1 0.1 0.3
H 1.6280 1.8602 -1.6837 -0.4 -0.1 0.1
H 0.9365 4.1632 -2.0053 -0.4 -0.5 0.0
H 0.5979 3.4612 -4.6829 -0.3 0.2 0.5
H -0.0290 4.9312 -3.9474 0.0 -0.3 0.0
H -2.1388 4.2982 -4.2877 0.0 -0.3 0.0
H -1.5773 2.8822 -5.1573 -0.2 -0.1 0.5
H -0.5499 4.1225 0.3857 0.3 0.0 -0.1
H 1.0892 3.6386 -0.1786 -0.3 0.0 0.3
H 0.2396 2.6693 1.0407 0.0 0.3 0.0
P 1.6592 -0.7567 0.9236 0.9 2.1 -1.4
P -1.4160 -1.8553 1.3460 -1.6 -0.6 1.7
N 3.1124 -0.3112 0.0636 -0.1 0.1 -0.3
N 2.4702 -1.6161 2.1638 0.3 -1.4 1.4
N -2.0093 -0.4075 0.5652 0.7 1.0 -0.7
N -2.8885 -2.7168 1.6789 0.9 -0.1 -0.5
C 0.9249 -1.9045 -0.3306 -0.1 -0.5 0.5
C -0.3023 -2.6945 0.1988 -0.2 -0.5 -0.3
C 3.5482 1.0161 -0.0607 0.6 -0.7 -0.2
C 4.8073 1.0120 -0.6326 -0.8 -0.2 0.3
C 5.1777 -0.3517 -0.8564 -0.8 -0.4 0.4
C 4.1244 -1.1448 -0.4294 0.2 0.9 -0.1
C 2.7646 -1.0351 3.4225 -0.2 -0.6 -3.3
C 3.4528 -1.9928 4.1761 0.6 -2.4 -1.0
C 3.6110 -3.1586 3.3604 -0.1 1.6 1.5
C 3.0045 -2.8938 2.1267 -0.5 1.2 0.5
C -1.3425 0.8013 0.6409 -1.9 0.1 1.4
C -2.2472 1.8562 0.2030 -0.7 -2.3 1.8
C -3.4349 1.1307 -0.2564 0.1 0.1 0.8
C -3.2592 -0.1985 -0.0297 -0.2 0.2 0.3
C -3.8565 -3.2370 0.8037 -0.9 -0.4 0.5
C -4.8984 -3.7817 1.5438 1.2 0.6 -0.2
C -4.5538 -3.6417 2.9363 1.2 0.6 -0.6
C -3.3171 -3.0155 2.9938 -0.8 -0.2 0.0
H 1.6812 -2.5968 -0.7344 -0.4 0.1 0.1
H 0.6142 -1.2526 -1.1692 0.3 0.0 0.5
H -0.9123 -3.0738 -0.6336 0.2 0.0 0.1
H 0.0566 -3.5657 0.7725 -0.3 0.2 -0.1
H 2.9095 1.8064 0.2990 0.1 0.1 0.0
H 5.3883 1.8882 -0.8800 0.0 -0.1 0.1
H 6.1127 -0.7109 -1.2706 -0.2 0.1 0.0
H 3.9782 -2.2132 -0.4634 0.2 0.0 -0.1
H 2.5643 0.0204 3.4774 0.3 0.0 0.3
H 3.7383 -1.8991 5.2047 0.2 0.1 0.2
H 4.0860 -4.0826 3.6456 0.0 0.0 0.0
H 2.8829 -3.4992 1.2396 0.1 -0.1 0.2
H -0.5194 0.8894 1.3532 -0.1 -0.1 -0.7
H -2.3368 2.7580 0.8095 0.2 0.1 -0.3
H -4.3420 1.6228 -0.5829 0.1 -0.2 -0.2
H -3.9488 -1.0274 -0.0958 0.0 0.2 -0.3
H -3.7250 -3.1791 -0.2681 0.0 -0.1 0.1
H -5.8044 -4.2356 1.1515 0.4 0.1 0.0
H -5.1446 -3.9741 3.7847 0.3 0.1 -0.2
H -2.6862 -2.7602 3.8366 -0.2 0.0 -0.2
O -0.0162 1.0311 4.0630 -0.2 -1.9 1.0
Cl 0.0618 -0.0152 5.1186 2.6 3.0 1.1
O 1.5055 -0.5079 5.2431 -3.2 0.2 0.2
O -0.3629 0.5219 6.4319 -0.1 -1.2 -1.6
O -0.7803 -1.5590 2.6485 0.3 0.3 -0.6
```
Forces are in eV/Å.

Mulliken atomic charge list, values in e, 5 entries: atom 1 (Os): 0.33, atom 2 (C): -0.90, atom 3 (C): 0.00, atom 4 (C): -1.02, atom 5 (C): -0.85

[3]
Below is a structure of composition C27H35IN4OsP2, with properties calculated with ωB97M-V/def2-TZVPD.

**⟨S²⟩**: 6.038
**Total charge**: +2
**Maximum force**: 0.16391 Eh/bohr
**ΔE to the lowest compared entry with this formula, charge and spin**: 4.5729 eV
**2S+1**: 5

XYZ file:
```
70
Properties=species:S:1:pos:R:3:forces:R:3
Os 0.8555 1.0033 0.7762 5.4 -1.5 2.4
C 4.3920 -0.7220 -1.2093 -1.4 -0.2 0.9
C 3.1255 -0.3246 -1.3749 -0.4 -0.2 -0.4
C 2.1646 -1.0763 -2.2808 0.1 -0.6 0.6
C 1.1809 -2.0555 -1.5329 0.3 -0.5 -1.5
C 1.4755 -2.4594 -0.1403 -1.6 -0.4 0.2
C 2.6042 -3.0777 0.1438 1.2 0.0 0.5
C 3.6987 -3.3080 -0.8551 1.1 -0.6 -0.7
C 4.7382 -2.1724 -1.3589 -0.3 -0.9 -0.6
C 2.2272 -0.3073 1.9317 1.0 0.7 0.3
H 5.1519 -0.1193 -0.7478 0.0 0.4 0.4
H 2.6497 0.5060 -0.7917 0.8 0.2 -0.7
H 2.7555 -1.6683 -3.0255 -0.5 0.7 0.6
H 1.5356 -0.3831 -2.8522 0.4 0.1 0.1
H 0.1188 -1.7891 -1.7195 0.6 -0.2 0.2
H 1.4088 -3.0249 -2.0230 -0.9 0.4 -0.4
H 0.5732 -2.5835 0.4884 0.8 0.3 0.1
H 2.7913 -3.5236 1.1210 -0.3 0.1 -0.1
H 3.2758 -3.8325 -1.7547 0.1 0.7 0.6
H 4.3602 -4.0896 -0.4368 -0.3 0.4 -0.1
H 5.6626 -2.3094 -0.7758 -0.2 -0.2 -0.7
H 4.8537 -2.4121 -2.4355 0.7 0.0 0.6
H 2.7511 -0.9161 1.1888 -0.3 0.4 -0.3
H 1.8968 -1.0582 2.6823 -0.2 0.9 -0.3
H 2.9745 0.4174 2.3695 -1.0 -0.6 -0.2
P -0.6678 -0.2255 1.8529 -5.1 -1.4 1.4
P 0.0483 1.5286 -1.1821 -5.4 2.2 -6.1
N -1.3448 -1.8406 2.1259 1.6 0.8 -0.9
N -1.2171 0.5205 3.3063 0.5 -0.1 -1.0
N -1.2942 1.0709 -2.5366 1.8 -0.4 0.4
N -0.1890 3.3886 -1.9680 0.5 -0.2 0.7
C -1.8327 0.4624 0.4853 -0.2 -1.1 1.6
C -1.3479 1.8219 0.0376 1.5 0.4 0.6
C -0.7124 -2.9329 2.7470 -0.6 -0.5 0.1
C -1.6633 -3.9294 2.8878 0.5 1.0 -0.4
C -2.8839 -3.4830 2.2940 0.6 1.5 -0.3
C -2.6620 -2.2080 1.8252 0.0 -0.1 -0.2
C -0.5177 1.0898 4.3698 -0.5 0.6 0.7
C -1.4490 1.5673 5.2909 0.7 -0.4 -0.8
C -2.7548 1.2483 4.7745 0.3 -0.6 -1.3
C -2.5905 0.6029 3.5491 0.0 0.8 1.3
C -1.0597 0.2069 -3.6017 -0.7 -0.5 0.0
C -2.2715 -0.1551 -4.1787 0.9 0.2 0.4
C -3.3079 0.5409 -3.5068 1.2 0.8 1.0
C -2.6607 1.3272 -2.5475 -0.8 -0.7 0.0
C -0.9388 3.8440 -3.0568 0.4 -1.0 0.7
C -1.1595 5.2295 -2.9201 0.9 1.1 1.8
C -0.4945 5.6405 -1.7404 -1.3 0.4 -1.9
C 0.0722 4.4955 -1.1904 0.5 -1.8 -0.3
H -2.8816 0.4824 0.7574 -0.2 -0.1 -0.1
H -1.6177 -0.3102 -0.2490 -0.5 0.0 -0.5
H -2.1214 2.4616 -0.3919 0.4 0.1 0.3
H -0.7523 2.4067 0.8109 -1.8 0.1 0.1
H 0.3622 -2.9280 2.9575 -0.7 0.1 0.1
H -1.5224 -4.8810 3.3469 0.2 -0.4 0.2
H -3.8299 -3.9784 2.2028 -0.1 -0.3 0.1
H -3.2656 -1.5174 1.2389 0.0 -0.5 0.4
H 0.5737 1.0975 4.3459 -0.5 0.1 0.2
H -1.2310 2.1116 6.2212 -0.1 -0.5 -0.6
H -3.7217 1.4745 5.2120 0.3 0.0 0.0
H -3.2849 0.1997 2.8158 0.1 0.2 0.6
H -0.0566 -0.0827 -3.8637 -0.1 -0.1 0.0
H -2.3781 -0.8707 -4.9729 0.0 0.0 -0.2
H -4.3859 0.4774 -3.6517 0.5 0.2 -0.1
H -3.1058 2.0524 -1.9052 -0.2 0.1 0.3
H -1.2812 3.1979 -3.8610 0.2 0.0 0.3
H -1.7510 5.8493 -3.5728 0.1 0.0 -0.2
H -0.4291 6.6315 -1.3140 -0.1 -0.1 -0.1
H 0.6647 4.3545 -0.2881 -0.3 0.4 -0.4
I 1.6930 3.2467 1.6571 0.5 0.3 0.6
```
Forces are in eV/Å.

Mulliken atomic charge list, values in e, 5 entries: atom 1 (Os): 1.94, atom 2 (C): -0.95, atom 3 (C): -0.18, atom 4 (C): -0.32, atom 5 (C): -0.93